24
Properties=species:S:1:pos:R:3 method="wB97M-V/def2-TZVPD" e_lumo_ev="-3.120 / -8.482" multiplicity=2 orbital_gap_ha="0.3657 / 0.1683" charge=+1 largest_force_ev_per_a=5.9
C 1.55 1.32 2.05
C 2.16 1.11 -1.78
C 2.45 1.46 -0.37
O 3.45 1.96 0.04
N 1.53 1.02 0.63
H 0.72 0.50 0.40
H 0.89 0.43 2.45
H 1.53 1.89 -2.30
H 2.43 1.33 2.52
H 1.25 2.31 2.13
H 3.15 0.98 -2.27
H 1.64 0.25 -1.75
C -1.24 -1.98 1.38
C -2.69 -0.58 -1.68
C -1.21 -1.27 0.15
O -0.31 -1.24 -0.67
N -2.47 -0.80 -0.27
H -2.06 -1.97 2.05
H -3.31 -0.56 0.19
H -3.09 -1.41 -2.14
H -0.99 -3.10 1.31
H -0.37 -1.75 1.90
H -3.31 0.28 -1.85
H -1.70 -0.19 -2.13



24
Properties=species:S:1:pos:R:3 method="wB97M-V/def2-TZVPD" e_lumo_ev="-3.170 / -8.050" multiplicity=2 orbital_gap_ha="0.3695 / 0.1901" charge=+1 largest_force_ev_per_a=1.9
C 0.21 2.83 0.82
C 0.17 -0.05 3.27
C 0.01 1.41 1.30
O 0.09 0.45 0.53
N -0.07 1.24 2.63
H -0.57 3.00 0.08
H 0.07 2.08 3.16
H 1.08 0.00 3.88
H 0.11 3.56 1.62
H 1.13 2.83 0.24
H -0.67 -0.28 3.92
H 0.34 -0.77 2.49
C 1.74 -1.67 -1.95
C -2.02 -0.95 -2.06
C -0.70 -1.66 -2.29
O -0.76 -2.77 -2.88
N 0.38 -1.15 -1.77
H 0.23 -0.51 -0.99
H 1.78 -2.75 -1.84
H -2.77 -1.43 -2.69
H 2.13 -1.34 -2.91
H 2.31 -1.34 -1.10
H -2.26 -0.82 -1.00
H -1.94 0.07 -2.46



26
Properties=species:S:1:pos:R:3 method="wB97M-V/def2-TZVPD" e_lumo_ev=0.438 orbital_gap_ha=0.3480 largest_force_ev_per_a=4.6 smiles="CC(C)(C)SSCN(N)C(=O)O"
C 2.51 0.46 1.10
C 1.09 0.00 1.35
C 0.91 0.35 2.83
C 0.95 -1.37 0.86
S 0.09 1.33 0.65
S -1.80 0.59 0.99
C -1.84 -0.19 -0.72
N -1.65 0.53 -1.90
N -3.10 0.61 -2.48
C -0.73 -0.09 -2.83
O -1.03 -0.34 -3.96
O 0.49 -0.27 -2.38
H 2.73 1.48 1.46
H 2.67 0.48 -0.05
H 3.18 -0.16 1.82
H 1.60 0.02 3.75
H -0.06 0.04 3.16
H 0.58 1.58 2.88
H -0.09 -1.61 0.81
H 1.36 -1.99 1.85
H 1.68 -1.66 0.01
H -2.82 -0.73 -0.48
H -1.15 -0.99 -0.74
H -3.12 0.00 -3.36
H -3.17 1.53 -2.99
H 0.73 0.38 -1.62



27
Properties=species:S:1:pos:R:3 method="wB97M-V/def2-TZVPD" e_lumo_ev=0.131 orbital_gap_ha=0.3530 largest_force_ev_per_a=5.9
C 1.00 -0.24 0.38
C 4.06 -0.18 -1.12
C -2.27 -0.31 1.65
C -1.48 -0.99 -1.30
C -2.38 2.17 -0.32
C 3.40 -0.18 0.27
N 0.00 0.72 0.40
N 0.62 2.33 0.81
O 0.90 -1.43 0.34
O 0.94 2.29 1.91
O 0.78 3.05 -0.06
O 2.12 0.51 0.38
Si -1.67 0.39 -0.01
H 4.99 -0.49 -0.82
H 3.60 -0.88 -1.87
H 4.16 0.76 -1.60
H -2.11 0.39 2.59
H -3.29 -0.57 1.49
H -1.91 -1.27 1.80
H -1.43 -0.36 -2.16
H -0.62 -1.69 -1.44
H -2.40 -1.48 -1.52
H -3.45 2.04 -0.61
H -2.36 2.84 0.51
H -1.82 2.61 -1.14
H 4.06 0.37 1.12
H 3.17 -1.36 0.36



23
Properties=species:S:1:pos:R:3 method="wB97M-V/def2-TZVPD" e_lumo_ev=-3.313 orbital_gap_ha=0.3690 charge=+1 largest_force_ev_per_a=5.5
C 1.71 -0.75 1.48
C -0.89 0.61 -0.30
C 1.75 -0.18 0.35
C 0.74 -1.70 1.87
C 2.62 0.77 -0.23
C -3.20 1.42 -0.24
N -2.02 0.74 -0.91
N 0.02 -0.19 -0.71
N -0.13 -0.90 -1.94
H 2.74 -0.80 1.91
H -0.79 0.97 0.70
H 1.31 -2.64 2.26
H 0.17 -1.95 1.06
H 0.03 -1.13 2.55
H 2.85 0.26 -1.19
H 3.45 0.90 0.50
H 2.00 1.66 -0.29
H -3.10 2.47 -0.51
H -3.41 1.32 0.88
H -4.11 1.09 -0.77
H 0.16 -0.28 -2.67
H 0.26 -1.83 -2.08
H -2.16 0.12 -1.73



25
Properties=species:S:1:pos:R:3 method="wB97M-V/def2-TZVPD" e_lumo_ev=-4.168 orbital_gap_ha=0.2935 charge=+1 largest_force_ev_per_a=5.7 smiles="C/C=[NH+]/C(=O)N[C@H](N)CSC"
C 0.62 2.50 -3.45
C 0.14 1.10 -3.16
N -0.13 0.79 -1.92
C -0.59 -0.60 -1.65
O -0.65 -1.32 -2.59
N -0.82 -0.96 -0.40
C -0.98 -0.04 0.81
N -0.14 1.13 0.61
C -0.71 -0.89 2.08
S 0.97 -1.62 1.95
C 1.13 -2.34 3.70
H 1.41 2.26 -4.20
H 0.91 3.13 -2.58
H -0.33 2.88 -3.74
H 0.15 0.35 -4.03
H 0.24 1.30 -0.89
H -0.53 -1.90 -0.18
H -1.94 0.33 0.98
H -0.68 1.99 0.63
H 0.57 1.18 1.33
H -1.29 -1.80 2.24
H -0.88 -0.06 2.82
H 0.79 -3.41 3.53
H 0.60 -1.70 4.26
H 2.16 -2.32 3.86



24
Properties=species:S:1:pos:R:3 method="wB97M-V/def2-TZVPD" e_lumo_ev=-9.120 orbital_gap_ha=0.2894 charge=+2 largest_force_ev_per_a=4.9
C 3.32 0.95 -0.50
C 2.40 0.49 -1.42
C 3.47 0.21 0.64
C -0.24 0.88 1.48
C -1.69 -1.30 0.79
C -1.40 0.20 0.58
N 3.72 -0.52 1.49
N -1.10 1.31 -1.43
N 1.61 -0.60 -1.33
N -0.84 0.29 -0.69
H 3.91 1.91 -0.57
H 2.03 1.14 -2.25
H -0.17 1.94 1.45
H -0.60 0.49 2.36
H 0.76 0.53 1.30
H -2.68 -1.61 0.28
H -1.74 -1.47 1.87
H -0.89 -1.93 0.45
H -2.23 0.85 0.73
H 3.93 -1.06 2.35
H -1.73 2.09 -1.03
H -0.79 1.56 -2.38
H 1.83 -1.46 -0.74
H 0.96 -0.84 -2.16



22
Properties=species:S:1:pos:R:3 method="wB97M-V/def2-TZVPD" e_lumo_ev=0.904 orbital_gap_ha=0.1480 charge=-1 largest_force_ev_per_a=3.0
C 3.02 -0.24 1.30
N 3.53 0.65 0.50
C -0.56 -0.90 -0.39
C -0.54 0.62 -0.63
C 0.88 1.02 -0.84
C -1.00 1.21 0.81
C -2.07 -1.39 -0.80
O -3.06 -0.77 -0.12
H 2.66 -0.04 2.33
H 2.95 -1.32 1.04
H 1.13 -0.68 1.22
H -0.54 -1.17 0.67
H 0.15 -1.49 -0.98
H -1.26 0.85 -1.44
H 1.25 0.59 -1.81
H 1.61 0.65 -0.05
H 1.00 2.10 -0.92
H -0.27 0.81 1.52
H -1.96 0.72 0.96
H -1.04 2.31 0.83
H -2.12 -2.49 -0.70
H -2.20 -1.17 -1.89



22
Properties=species:S:1:pos:R:3 method="wB97M-V/def2-TZVPD" e_lumo_ev=3.931 orbital_gap_ha=0.2412 charge=-1 largest_force_ev_per_a=4.9 smiles=CC[C@@H](C)[C@@H](N)C[O-]
C 0.17 -1.28 -2.29
C 0.36 -1.68 -0.70
C -0.23 -0.78 0.46
C -0.33 -1.70 1.78
C 0.37 0.61 0.74
N 1.28 1.01 -0.42
C -0.99 1.47 0.48
O -0.57 2.66 0.07
H 0.67 -2.18 -2.83
H -0.94 -1.12 -2.53
H 0.58 -0.33 -2.67
H 1.43 -1.97 -0.59
H -0.17 -2.67 -0.55
H -1.26 -0.57 0.26
H 0.55 -2.04 2.31
H -0.95 -2.59 1.57
H -0.71 -0.95 2.51
H 0.72 0.82 1.70
H 2.17 1.27 -0.02
H 0.75 1.78 -0.78
H -1.69 0.88 -0.22
H -1.68 1.50 1.33



22
Properties=species:S:1:pos:R:3 method="wB97M-V/def2-TZVPD" e_lumo_ev="7.074 / 6.883" multiplicity=2 orbital_gap_ha="0.2095 / 0.1809" charge=-2 largest_force_ev_per_a=2.3
C 1.58 -1.52 -0.35
O 2.66 -1.08 0.35
C 0.37 -1.83 0.57
C -0.83 -0.80 0.71
C -0.43 0.63 1.22
C 0.40 1.46 0.19
C -0.20 1.69 -1.18
N -1.59 2.11 -1.22
H 1.80 -2.48 -0.89
H 1.19 -0.87 -1.17
H 0.86 -1.84 1.57
H -0.12 -2.79 0.23
H -1.32 -0.64 -0.37
H -1.66 -1.18 1.33
H 0.23 0.47 2.07
H -1.36 1.16 1.45
H 0.48 2.48 0.68
H 1.42 0.98 0.15
H -0.13 0.73 -1.71
H 0.44 2.49 -1.64
H -1.70 -0.54 -1.29
H -2.10 1.37 -0.72



22
Properties=species:S:1:pos:R:3 method="wB97M-V/def2-TZVPD" e_lumo_ev=-3.588 orbital_gap_ha=0.4111 charge=+1 largest_force_ev_per_a=4.0 smiles="CC[C@@H](C)[C@H]([NH3+])C=O"
C 1.49 2.12 -1.12
C 0.20 1.18 -0.84
C 0.42 -0.26 -0.26
C 1.02 -0.26 1.19
C -0.85 -1.17 -0.29
N -2.15 -0.47 0.22
C -0.60 -2.23 0.81
O -1.02 -2.10 1.91
H 2.27 1.81 -0.43
H 1.12 3.13 -0.86
H 1.79 1.99 -2.15
H -0.55 1.88 -0.35
H -0.26 1.06 -1.83
H 1.23 -0.70 -0.96
H 0.47 -0.21 2.15
H 1.71 0.60 1.25
H 1.74 -1.12 1.35
H -1.02 -1.61 -1.37
H -2.48 -0.88 1.09
H -1.82 0.51 0.61
H -2.89 -0.32 -0.52
H 0.21 -2.95 0.41



22
Properties=species:S:1:pos:R:3 method="wB97M-V/def2-TZVPD" e_lumo_ev=-6.867 orbital_gap_ha=0.2522 charge=+1 largest_force_ev_per_a=4.1
C -0.13 -0.67 -1.53
C -0.31 0.73 -1.90
C -0.59 0.35 -0.39
C 0.33 1.04 0.39
C -2.55 0.75 1.06
C -1.88 -0.05 0.24
N 0.61 -1.76 1.43
H -0.90 -1.29 -1.93
H 0.90 -0.93 -1.34
H 0.63 1.19 -2.19
H -1.10 1.18 -2.50
H 1.08 1.61 -0.15
H -0.16 1.68 1.14
H -2.46 1.83 1.08
H -3.45 0.40 1.55
H -2.24 -1.04 -0.01
H 1.51 -2.04 1.07
H 0.55 -0.79 1.15
H 0.67 -1.86 2.43
H 2.56 0.31 0.46
H 3.70 -0.26 -0.45
O 3.24 -0.37 0.39



22
Properties=species:S:1:pos:R:3 method="wB97M-V/def2-TZVPD" e_lumo_ev=-3.872 orbital_gap_ha=0.3302 charge=+1 largest_force_ev_per_a=6.2 smiles="[NH3+]CCCCCC=O"
N 1.23 -1.26 1.54
C -0.17 -1.71 1.37
C -1.25 -0.62 1.08
C -0.91 0.83 0.50
C 0.32 1.05 -0.39
C -0.19 0.74 -1.84
C 0.82 1.42 -2.86
O 1.98 1.05 -2.80
H 1.62 -0.77 0.68
H 1.36 -0.47 2.34
H 1.78 -2.09 1.93
H -0.65 -2.29 2.15
H -0.09 -2.27 0.42
H -2.04 -0.91 0.39
H -1.89 -0.54 2.04
H -1.83 1.08 -0.10
H -0.91 1.55 1.39
H 1.29 0.54 -0.20
H 0.42 2.09 -0.10
H -0.11 -0.42 -2.07
H -1.18 0.81 -2.04
H 0.39 2.20 -3.45



22
Properties=species:S:1:pos:R:3 method="wB97M-V/def2-TZVPD" e_lumo_ev=-8.535 orbital_gap_ha=0.1103 charge=+1 largest_force_ev_per_a=2.9
C -3.01 -1.16 1.24
C -2.94 0.34 1.28
C -2.59 0.98 0.08
C 1.92 0.27 0.11
C 3.04 0.87 0.70
C 3.14 -0.42 -1.81
N 1.93 -0.50 -0.95
H -3.45 -1.46 0.28
H -3.69 -1.55 1.99
H -2.01 -1.58 1.26
H -1.67 0.66 0.86
H -3.22 0.78 2.25
H -2.65 2.07 0.02
H 1.07 0.21 0.77
H 2.98 1.48 1.60
H 4.09 0.72 0.46
H 3.67 0.48 -1.51
H 3.73 -1.32 -1.74
H 2.72 -0.06 -2.76
H -1.72 0.06 -1.14
H -0.23 -0.31 -1.34
O -1.10 -0.57 -1.68



22
Properties=species:S:1:pos:R:3 method="wB97M-V/def2-TZVPD" e_lumo_ev="-5.029 / -7.594" orbital_gap_ha="0.3390 / 0.1863" charge=+1 largest_force_ev_per_a=4.9
C 2.18 1.02 0.82
C -1.68 0.81 0.39
C 0.43 -0.01 2.26
C -0.56 -1.96 -2.40
C -0.27 1.40 0.27
C 0.87 0.83 1.09
N 0.40 -0.89 -2.52
O 0.84 -0.37 -1.47
H 2.76 0.75 1.61
H -2.22 1.39 1.20
H -2.35 0.97 -0.48
H -1.74 -0.18 0.59
H -0.22 0.43 3.03
H -0.03 -0.95 2.10
H 1.27 -0.33 2.98
H -1.25 -1.73 -3.11
H 0.11 -2.91 -2.54
H -1.03 -2.11 -1.38
H 0.18 1.00 -0.68
H -0.19 2.40 0.37
H 2.41 1.53 -0.14
H 0.94 -0.87 -3.36



23
Properties=species:S:1:pos:R:3 method="wB97M-V/def2-TZVPD" e_lumo_ev="-2.666 / -8.715" multiplicity=3 orbital_gap_ha="0.1640 / 0.2595" charge=+1 largest_force_ev_per_a=6.4
C 0.85 0.85 -2.24
C -0.04 0.65 -1.10
C 0.81 -0.26 2.66
C 0.45 -1.89 0.77
C -2.34 0.92 -1.64
C 0.16 -0.49 1.31
N 0.71 0.53 0.36
O 0.17 -0.37 -1.93
O -1.22 1.22 -0.80
H 0.50 1.37 -3.12
H 1.93 0.82 -2.11
H 1.90 -0.32 2.58
H 0.54 0.70 3.09
H 0.49 -1.04 3.35
H 1.52 -2.08 0.76
H 0.05 -2.02 -0.23
H -0.02 -2.63 1.42
H -3.21 1.29 -1.10
H -2.42 -0.16 -1.81
H -2.25 1.44 -2.59
H -0.92 -0.32 1.37
H 1.71 0.31 0.20
H 0.63 1.46 0.78



24
Properties=species:S:1:pos:R:3 method="wB97M-V/def2-TZVPD" e_lumo_ev="-0.838 / 0.166" orbital_gap_ha="0.2896 / 0.3098" largest_force_ev_per_a=1.6
C -0.77 -2.19 3.53
C -0.64 -2.87 2.44
C -1.25 0.50 -3.15
C 1.60 2.38 0.14
C -1.30 -0.21 -1.80
C 1.17 1.43 1.25
N 0.01 -0.69 -1.47
O 2.02 -1.09 0.13
O 0.15 0.56 0.80
P 0.56 -0.88 0.13
H -1.10 -2.63 4.47
H -0.53 -1.14 3.58
H -0.79 -3.84 2.04
H -0.54 1.32 -3.12
H -0.95 -0.20 -3.93
H -2.24 0.89 -3.41
H 1.96 1.80 -0.70
H 0.76 2.98 -0.18
H 2.39 3.03 0.51
H -1.59 0.49 -1.02
H -2.04 -1.02 -1.84
H 0.75 1.98 2.10
H 2.02 0.83 1.59
H 0.36 -1.42 -2.08



24
Properties=species:S:1:pos:R:3 method="wB97M-V/def2-TZVPD" e_lumo_ev="0.805 / -2.675" multiplicity=3 orbital_gap_ha="0.2682 / 0.2410" largest_force_ev_per_a=4.7
C -1.62 1.91 -0.43
C -0.70 1.00 0.32
C 2.30 -1.09 -0.89
C 1.78 -0.50 1.42
C 0.41 0.46 -0.62
C 1.14 -0.73 0.10
N -1.62 0.01 0.91
O -2.94 1.35 -0.62
P -2.97 -0.22 -0.16
S -4.65 -0.84 0.50
H -1.76 2.73 0.16
H -1.24 2.15 -1.33
H -0.35 1.43 1.17
H 3.22 -0.53 -0.82
H 1.95 -1.17 -1.87
H 2.54 -2.11 -0.68
H 2.18 0.47 1.44
H 2.50 -1.19 1.65
H 1.12 -0.41 2.29
H 0.09 -0.02 -1.62
H 1.09 1.22 -0.75
H 0.55 -1.63 0.14
H -1.11 -0.82 1.17
H -1.91 -1.47 -1.48



22
Properties=species:S:1:pos:R:3 method="wB97M-V/def2-TZVPD" e_lumo_ev=0.895 orbital_gap_ha=0.3272 largest_force_ev_per_a=4.0
C -0.95 0.25 -0.68
C -1.11 1.29 -1.74
C 0.40 -2.65 0.70
C 0.09 -0.79 -1.07
C 0.52 2.31 1.43
C 1.03 -1.44 0.06
N 1.38 -0.47 1.14
P 0.13 0.58 1.08
H -1.41 0.76 -2.72
H -0.19 1.97 -1.97
H -1.84 2.13 -1.50
H -0.75 -2.56 0.93
H 0.49 -3.56 0.06
H 0.86 -2.98 1.75
H 0.64 -0.09 -1.72
H -1.98 -0.06 -0.29
H -0.36 -1.53 -1.80
H 0.92 2.85 0.66
H 1.28 2.24 2.18
H -0.33 2.94 1.85
H 1.94 -1.64 -0.44
H -0.77 0.43 2.10



22
Properties=species:S:1:pos:R:3 method="wB97M-V/def2-TZVPD" e_lumo_ev=3.237 orbital_gap_ha=0.2082 charge=-1 largest_force_ev_per_a=5.7
C -1.56 -0.75 -2.02
C -1.21 -2.03 -2.83
S -2.15 -3.48 -2.19
C -0.99 -0.52 -0.56
N 0.12 0.82 -0.28
C 0.19 0.89 1.12
C 1.65 0.89 1.45
C 2.23 1.62 2.73
H -1.22 0.20 -2.46
H -2.62 -0.60 -2.15
H -1.57 -1.95 -3.90
H -0.18 -2.40 -2.66
H -0.39 -1.32 -0.17
H -1.98 -0.41 -0.15
H -1.05 0.75 -0.58
H -0.24 1.81 1.60
H -0.15 -0.03 1.63
H 1.89 -0.28 1.53
H 2.19 1.35 0.57
H 3.36 1.54 2.81
H 1.98 2.69 2.87
H 1.72 1.19 3.63



21
Properties=species:S:1:pos:R:3 method="wB97M-V/def2-TZVPD" e_lumo_ev=1.006 orbital_gap_ha=0.4110 largest_force_ev_per_a=0.4 smiles=CCCCCCO
C 2.26 -0.51 -2.52
C 0.98 0.14 -2.00
C 0.78 -0.11 -0.51
C -0.50 0.46 0.09
C -0.71 -0.03 1.52
C -2.05 0.34 2.15
O -2.44 -0.63 3.10
H 2.39 -0.35 -3.59
H 2.24 -1.59 -2.34
H 3.14 -0.11 -2.01
H 1.00 1.22 -2.20
H 0.11 -0.26 -2.55
H 0.79 -1.20 -0.33
H 1.65 0.28 0.05
H -1.36 0.15 -0.53
H -0.48 1.56 0.04
H -0.67 -1.13 1.52
H 0.12 0.31 2.16
H -2.01 1.34 2.60
H -2.83 0.38 1.37
H -2.40 -0.25 3.99